[1]
{"formula": "C22H64N2O11", "method": "the ωB97M-V functional and the def2-TZVPD basis", "species": ["C", "O", "H", "H", "H", "H", "C", "O", "H", "H", "H", "H", "C", "O", "H", "H", "H", "H", "C", "O", "H", "H", "H", "H", "O", "H", "H", "O", "H", "H", "O", "H", "H", "O", "H", "H", "O", "H", "H", "C", "C", "C", "C", "C", "C", "N", "O", "C", "C", "C", "H", "H", "H", "H", "H", "H", "H", "H", "H", "H", "H", "H", "H", "H", "H", "H", "H", "H", "H", "C", "C", "C", "C", "C", "C", "N", "O", "C", "C", "C", "H", "H", "H", "H", "H", "H", "H", "H", "H", "H", "H", "H", "H", "H", "H", "H", "H", "H", "H"], "coordinates": [[3.4884, -1.5761, -3.1159], [2.7334, -2.7082, -2.7518], [3.0435, -1.2099, -4.0411], [3.4880, -0.7358, -2.4217], [4.5381, -1.8390, -3.2471], [3.2011, -3.3428, -2.2039], [0.5437, -1.2822, -0.8047], [-0.8057, -1.1884, -0.3269], [0.7377, -2.1688, -1.4084], [0.6616, -0.5268, -1.5817], [1.2978, -1.1419, -0.0303], [-0.9531, -0.2590, -0.1368], [-1.2496, -4.3481, -1.2789], [-2.2279, -3.3593, -1.0140], [-0.7918, -4.2368, -2.2619], [-0.3834, -4.5343, -0.6440], [-1.7806, -5.3000, -1.2732], [-1.7968, -2.5152, -1.1668], [-2.2286, -0.2580, 2.8978], [-2.1761, 0.9155, 2.0591], [-3.2207, -0.3680, 3.3358], [-1.9513, -1.0352, 2.1857], [-1.4463, -0.1472, 3.6486], [-1.5025, 0.7674, 1.3912], [0.4055, 2.0718, -2.6393], [0.5399, 2.8983, -3.1031], [-0.1269, 1.5456, -3.2358], [3.3109, 1.5193, -0.6845], [2.5694, 1.7547, -1.2423], [4.0719, 1.5702, -1.2629], [1.0153, -3.6009, -4.4578], [0.8606, -2.8112, -4.9763], [1.5355, -3.3006, -3.7126], [-0.3697, -3.1118, 1.9213], [0.0401, -2.4784, 1.3322], [-0.0911, -3.9648, 1.5879], [-0.5747, 1.5635, -0.1541], [-0.7665, 2.4904, -0.0120], [-0.2949, 1.5137, -1.0681], [6.9313, 0.9369, 3.7396], [5.6000, 0.9658, 4.5478], [5.2854, 2.5905, 4.6407], [3.8349, 2.9498, 4.9568], [2.8320, 2.1473, 4.1635], [3.0330, 0.5851, 4.2132], [4.4717, 0.3181, 3.8694], [4.7469, -0.9539, 3.4137], [2.6692, -0.0125, 5.5542], [2.1745, 0.0047, 3.1014], [5.8568, 0.4388, 5.9322], [7.2554, -0.0882, 3.5602], [7.8310, 1.2817, 4.2492], [7.0069, 1.3701, 2.7422], [5.8270, 2.9604, 5.5113], [5.5938, 3.1134, 3.7354], [3.6153, 4.0156, 4.8944], [3.6053, 2.7561, 6.0046], [2.7337, 2.5780, 3.1671], [1.8724, 2.3046, 4.6559], [2.8774, 0.7381, 6.3167], [1.6043, -0.2294, 5.6376], [3.2571, -0.9057, 5.7659], [1.1368, 0.2904, 3.2735], [2.3709, 0.4053, 2.1069], [2.1594, -1.0789, 2.9843], [6.7871, 0.6258, 6.4686], [5.6470, -0.6232, 6.0603], [5.1554, 0.8227, 6.6731], [4.9413, -0.8498, 2.4794], [-5.1654, -0.0198, -5.3307], [-5.1210, -0.6113, -3.9434], [-3.6207, -0.8610, -3.5623], [-2.7335, 0.4117, -3.5434], [-3.2708, 1.2704, -2.3873], [-4.7855, 1.5577, -2.4592], [-5.5749, 0.3579, -2.8916], [-6.9551, 0.5213, -2.7421], [-5.3193, 1.8502, -1.0168], [-4.9163, 2.7630, -3.3951], [-5.9319, -1.9705, -3.6973], [-4.8578, -0.8630, -5.9491], [-4.5285, 0.8549, -5.4623], [-6.1234, 0.2744, -5.7596], [-3.4880, -1.5376, -2.7181], [-3.2588, -1.4578, -4.3996], [-2.6608, 0.8580, -4.5352], [-1.7045, 0.1010, -3.3627], [-2.6486, 2.1646, -2.4248], [-2.9917, 0.7603, -1.4653], [-4.9264, 1.0888, -0.3429], [-4.7901, 2.7512, -0.7064], [-6.4068, 1.9038, -0.9665], [-4.4914, 2.7276, -4.3983], [-5.9731, 2.9607, -3.5748], [-4.5653, 3.6980, -2.9583], [-6.4954, -2.0464, -2.7673], [-5.1796, -2.7404, -3.5256], [-6.4363, -2.3137, -4.6006], [-7.1366, 0.8259, -3.6342]], "atomic_forces_ev_per_a": [[0.59, 0.39, -0.36], [-0.23, -0.21, 0.88], [0.27, -0.02, -0.08], [-0.46, -0.21, 0.46], [0.05, -0.06, -0.38], [0.26, 0.31, 0.05], [-0.32, 0.69, -1.11], [0.74, -0.77, 0.02], [-0.41, -0.51, 0.67], [0.45, 0.47, 0.16], [0.00, -0.03, 0.10], [-0.13, 0.43, -0.06], [-0.63, -0.93, -0.97], [0.71, -0.71, 0.01], [-0.18, 0.12, -0.36], [-0.06, 0.80, 0.98], [-0.04, -0.10, -0.13], [-0.06, 0.54, 0.43], [0.97, 0.78, -1.49], [-0.71, 0.32, 0.64], [0.14, -0.03, -0.13], [-0.39, -0.87, 0.80], [-0.16, -0.34, 0.39], [0.04, 0.24, -0.02], [0.30, -0.62, 1.11], [0.21, 0.95, -0.49], [-0.29, -0.45, -0.82], [0.25, -0.30, 0.56], [-0.55, 0.17, -0.39], [0.19, 0.10, -0.21], [-0.77, -0.59, -0.74], [-0.13, 0.17, -0.14], [0.43, 0.22, 0.33], [0.09, -0.16, 0.54], [-0.16, 0.30, -0.29], [-0.02, -0.20, -0.09], [-0.22, -0.51, 0.94], [-0.12, 0.26, 0.07], [0.47, 0.45, -0.85], [0.52, -1.55, -0.42], [0.28, 2.92, -0.70], [-0.55, -1.27, 0.65], [-0.15, -0.79, 0.53], [-0.53, -0.47, 0.51], [1.43, 0.43, -1.48], [0.07, 2.35, -0.62], [0.16, -1.13, 0.53], [-0.22, 0.46, 0.61], [-0.83, -0.10, -0.63], [-0.70, -0.74, 2.11], [-0.37, -0.50, 0.01], [-0.48, 0.64, 0.66], [-0.85, 0.41, 0.04], [0.67, 0.02, -0.29], [0.18, -0.30, -0.05], [0.27, 0.13, -0.46], [0.35, -0.22, 0.35], [0.15, -0.62, -0.31], [-0.35, 0.06, -0.15], [0.13, -0.19, 0.31], [-0.03, -0.14, -0.13], [-0.17, -0.03, -0.08], [-0.15, 0.03, 0.27], [0.51, 0.23, 0.06], [0.30, -0.08, 0.45], [0.55, 0.19, -0.80], [0.33, -0.31, -0.62], [-0.48, 0.49, -0.22], [-0.08, 0.07, -0.20], [-0.31, -0.78, -0.94], [-0.42, 0.76, 3.22], [0.24, -0.14, -2.04], [-1.16, -1.33, 0.87], [0.81, -0.52, -0.64], [-0.18, -0.45, 0.05], [2.30, -0.87, 1.16], [0.29, 0.13, -1.19], [1.31, 0.27, -0.82], [-1.41, 0.81, -0.13], [1.67, 0.28, -0.62], [0.38, 0.29, -0.60], [0.22, -0.39, 0.10], [-0.50, -0.08, 0.51], [-0.30, 0.53, 0.43], [0.16, -0.34, -0.23], [-0.44, 0.39, 0.13], [0.10, -0.05, 0.35], [-0.52, 0.58, 0.38], [-0.22, -0.12, 0.11], [-0.30, -0.28, -0.12], [-0.49, 0.40, 0.22], [0.27, 0.24, 0.01], [0.42, -0.57, 0.19], [-0.37, 0.01, -0.01], [0.29, -0.14, 0.29], [-0.43, 0.74, -0.42], [0.30, -0.10, -0.20], [-0.56, 0.24, 0.19], [-1.21, 0.38, -0.20]], "gap_ev": [2.53, 7.70], "spin_multiplicity": 2, "largest_force_ev_per_a": 3.336, "charge": -1, "e_lumo_ev": [2.13, 2.01]}

[2]
{"formula": "C22H65N9O8", "method": "the ωB97M-V functional and the def2-TZVPD basis", "species": ["C", "O", "C", "C", "C", "N", "H", "H", "H", "H", "H", "H", "H", "H", "H", "H", "H", "C", "O", "C", "C", "C", "N", "H", "H", "H", "H", "H", "H", "H", "H", "H", "H", "H", "C", "O", "C", "C", "C", "N", "H", "H", "H", "H", "H", "H", "H", "H", "H", "H", "H", "C", "O", "C", "C", "C", "N", "H", "H", "H", "H", "H", "H", "H", "H", "H", "H", "H", "C", "O", "C", "C", "C", "N", "H", "H", "H", "H", "H", "H", "H", "H", "H", "H", "H", "N", "C", "N", "O", "H", "H", "H", "H", "N", "C", "N", "O", "H", "H", "H", "H", "O", "H", "H"], "coordinates": [[-29.9898, -8.6640, -9.2248], [-28.7937, -8.5277, -9.9590], [-28.8916, -7.5821, -10.9981], [-29.5939, -8.0943, -12.2499], [-28.8268, -9.1294, -13.0309], [-29.9354, -6.9796, -13.1446], [-29.8046, -9.3133, -8.3705], [-30.7603, -9.1535, -9.8304], [-30.3371, -7.6895, -8.8671], [-29.3741, -6.6501, -10.6684], [-27.8885, -7.2310, -11.2665], [-30.5475, -8.5577, -11.9753], [-28.4766, -9.9090, -12.3412], [-27.9062, -8.7406, -13.4738], [-29.3900, -9.6368, -13.8112], [-30.5688, -6.3304, -12.6884], [-29.1173, -6.4267, -13.3850], [-32.1743, -4.7872, -15.4692], [-33.5596, -4.6604, -15.6735], [-33.9432, -4.1422, -16.9228], [-35.3082, -4.6725, -17.3268], [-35.4139, -6.1817, -17.2815], [-35.6449, -4.1412, -18.6788], [-32.0919, -5.3774, -14.5546], [-31.6362, -3.8552, -15.2487], [-31.7083, -5.3079, -16.3080], [-33.9652, -3.0490, -16.8683], [-33.2364, -4.4455, -17.7124], [-36.0046, -4.1733, -16.6418], [-36.2842, -6.6171, -17.7690], [-35.2564, -6.6513, -16.3107], [-34.5428, -6.5288, -17.8634], [-35.4158, -4.8912, -19.3305], [-36.6623, -4.1726, -18.6841], [-33.1908, -4.9497, -10.1790], [-32.0076, -4.2421, -10.3972], [-31.8824, -3.7396, -11.7056], [-32.8590, -2.6268, -12.0901], [-32.7715, -2.3763, -13.5967], [-32.6874, -1.4144, -11.2628], [-33.0532, -5.5972, -9.3104], [-33.4565, -5.6080, -11.0181], [-34.0742, -4.3395, -9.9556], [-30.8879, -3.2818, -11.7641], [-31.9546, -4.5625, -12.4286], [-33.8574, -3.0331, -11.8901], [-33.1243, -1.3701, -13.8320], [-33.3696, -3.1042, -14.1504], [-31.7634, -2.4480, -14.0182], [-33.5251, -0.8916, -11.5025], [-31.9001, -0.9149, -11.6704], [-30.6001, -2.2868, -19.4716], [-29.6661, -3.1293, -18.8564], [-30.0325, -4.4761, -18.8760], [-28.9594, -5.3621, -18.3065], [-29.3843, -6.8269, -18.4300], [-28.7900, -5.0724, -16.8740], [-30.5717, -2.4304, -20.5641], [-30.3514, -1.2505, -19.2659], [-31.6258, -2.5413, -19.1737], [-31.0141, -4.6149, -18.3932], [-30.2596, -4.8008, -19.9089], [-28.0005, -5.1360, -18.7696], [-29.6761, -7.0873, -19.4585], [-30.2733, -7.0125, -17.8237], [-28.6258, -7.5385, -18.1116], [-29.5852, -5.2427, -16.2729], [-28.0443, -5.5832, -16.4136], [-30.1368, 1.5975, -5.8755], [-29.1833, 1.1066, -6.7982], [-29.5640, -0.1540, -7.3129], [-28.4670, -0.7192, -8.1936], [-27.9276, 0.2906, -9.1931], [-28.9189, -1.9519, -8.8703], [-29.7913, 2.5893, -5.5957], [-30.1182, 0.9933, -4.9569], [-31.1547, 1.5406, -6.2689], [-29.8530, -0.8312, -6.4996], [-30.4720, -0.0250, -7.9312], [-27.6599, -1.0526, -7.5305], [-27.5819, 1.1740, -8.6537], [-28.7422, 0.5644, -9.8589], [-27.0400, -0.0828, -9.7027], [-29.8535, -2.1681, -8.5301], [-29.0780, -1.7745, -9.8573], [-29.7283, 1.6123, -14.0848], [-29.8797, 1.0918, -12.8342], [-29.8664, 1.9872, -11.8174], [-29.9980, -0.1170, -12.6397], [-29.6666, 0.9426, -14.8309], [-29.3284, 2.5216, -14.2283], [-30.1049, 1.6506, -10.9040], [-29.5989, 2.9406, -11.9716], [-28.0862, -2.1626, -12.1377], [-28.3520, -3.1610, -13.0284], [-28.9913, -2.7275, -14.1377], [-28.0198, -4.3218, -12.8219], [-27.7306, -2.5258, -11.2689], [-28.5193, -1.2529, -12.1992], [-29.2728, -3.4475, -14.7775], [-29.4006, -1.8105, -14.0979], [-27.1735, -6.2826, -14.5015], [-26.3394, -6.7208, -14.3111], [-27.2218, -5.5463, -13.8681]], "atomic_forces_ev_per_a": [[0.01, -0.21, -0.18], [0.25, -0.01, 0.24], [0.23, 0.42, -0.31], [-0.70, 0.52, -0.67], [1.09, -0.85, 0.53], [-0.30, 0.23, -0.13], [0.19, 0.06, 0.01], [-0.16, 0.19, 0.05], [-0.12, -0.01, -0.03], [-0.34, -0.23, 0.19], [0.15, -0.41, 0.05], [0.01, 0.08, 0.19], [-0.16, 0.01, -0.01], [-0.19, 0.32, -0.08], [-0.26, 0.29, -0.02], [0.04, -0.11, 0.15], [0.08, -0.26, 0.01], [0.10, -0.44, 0.49], [-0.21, -0.11, -0.06], [0.32, -0.16, -0.43], [-0.76, 0.90, 0.32], [1.34, -0.58, -0.24], [-0.27, -0.73, 0.53], [0.27, -0.23, -0.21], [-0.28, -0.04, -0.58], [0.05, -0.07, 0.04], [-0.02, 0.05, -0.25], [0.13, 0.09, 0.15], [-0.16, -0.35, 0.03], [-0.27, 0.33, 0.13], [-0.26, 0.32, 0.17], [-0.19, -0.16, -0.06], [0.27, 0.26, -0.17], [0.02, 0.37, -0.28], [-0.57, -0.68, 0.33], [0.05, 0.16, 0.00], [0.35, 0.81, 0.03], [-0.16, -0.70, 0.09], [-0.10, 0.10, -0.24], [-0.26, -0.66, -0.59], [0.18, 0.07, -0.01], [0.14, 0.09, -0.11], [0.19, 0.31, -0.15], [0.12, -0.35, -0.01], [-0.01, 0.06, -0.05], [-0.06, 0.28, 0.06], [-0.16, -0.02, 0.00], [-0.07, 0.23, 0.14], [0.06, 0.17, 0.51], [0.21, 0.49, 0.33], [0.04, 0.19, 0.15], [-0.22, -0.58, -0.78], [0.42, 0.37, 0.45], [-0.71, -0.10, -1.05], [-0.49, -0.70, 1.98], [-0.36, -0.21, -1.11], [0.62, 0.88, 0.56], [0.02, 0.08, 0.04], [-0.03, 0.00, 0.23], [0.02, 0.28, 0.26], [0.24, -0.03, 0.48], [0.35, 0.10, -0.08], [-0.04, -0.12, -0.25], [0.19, -0.01, 0.06], [0.04, 0.13, 0.14], [0.17, 0.18, 0.08], [-0.43, -0.26, -0.54], [0.20, -0.04, -0.33], [0.68, -0.50, 0.44], [-0.16, -0.18, 0.06], [-0.55, 0.55, -0.48], [0.65, -0.81, 0.21], [0.15, 0.16, 0.92], [-0.59, 0.32, -0.02], [-0.43, 0.20, -0.16], [-0.04, -0.05, -0.06], [0.00, 0.41, -0.14], [0.27, -0.15, 0.00], [0.02, 0.00, 0.00], [0.11, 0.37, 0.00], [-0.21, 0.10, -0.07], [0.22, 0.03, -0.34], [-0.29, -0.24, -0.36], [0.11, -0.39, 0.01], [0.01, 0.10, 0.02], [-0.08, -0.16, -0.01], [0.49, 0.15, 0.00], [-0.11, -0.07, -0.26], [-0.44, 0.01, -0.14], [0.15, 0.05, -0.05], [-0.09, 0.03, -0.06], [0.14, 0.13, 0.11], [-0.19, 0.09, 0.21], [0.50, -0.71, 0.39], [-0.14, 1.00, 0.25], [0.10, -0.41, 0.02], [0.17, -0.33, -0.05], [0.04, 0.33, 0.15], [-0.08, -0.17, 0.08], [-0.09, 0.23, -0.47], [-0.24, -0.06, -0.29], [0.31, -0.14, -0.09], [0.00, -0.05, -0.06], [-0.21, 0.20, 0.03]], "gap_ev": 8.37, "largest_force_ev_per_a": 2.155, "charge": 0, "e_above_lowest_kcal_mol": 8.9, "e_lumo_ev": 0.09}